2 unconnected molecules or ions with the total composition C30H29N2O in a non-equilibrium geometry. Source: the Open Molecules 2025 dataset; level of theory: the ωB97M-V functional and the def2-TZVPD basis.

```
62
Properties=species:S:1:pos:R:3:mulliken_charge:R:1
C -3.36951 4.54166 -3.75058 -0.33
C -3.53286 4.88629 -2.40147 -0.76
C -3.26004 3.95946 -1.38994 -0.23
C -2.94915 2.61595 -1.70480 -0.10
C -2.60935 1.60179 -0.69121 0.44
C -1.86532 1.95803 0.45527 -0.21
C -1.44447 1.15502 1.50164 0.16
C -1.14220 1.64596 2.82486 0.53
C -1.11872 0.76294 3.94005 -0.28
C -0.74955 1.21295 5.20546 -0.66
C -0.35126 2.54836 5.38667 -0.34
C -0.39606 3.44594 4.30939 -0.75
C -0.78249 3.00184 3.04291 -0.37
C -3.09638 0.24442 -0.91196 0.41
C -2.32160 -0.88203 -0.59081 -0.09
C -2.87222 -2.16203 -0.61782 -0.85
C -4.15539 -2.35430 -1.15091 -0.54
C -4.90538 -1.25506 -1.59496 -0.84
C -4.36668 0.02382 -1.50474 -0.33
C -2.93732 2.25901 -3.07635 -0.10
C -3.04939 3.21846 -4.08049 -0.81
H -3.50505 5.28338 -4.54249 0.39
H -3.86815 5.89372 -2.14564 0.39
H -3.32622 4.26519 -0.34487 0.47
H -1.58133 3.01132 0.50813 0.42
H -1.33286 0.08307 1.38152 0.13
H -1.39070 -0.28302 3.78148 0.37
H -0.76573 0.52746 6.05786 0.38
H 0.03251 2.87497 6.35303 0.39
H -0.11941 4.49528 4.45114 0.39
H -0.76909 3.68951 2.19447 0.31
H -1.26825 -0.72312 -0.36359 0.94
H -2.30631 -3.01105 -0.22417 0.34
H -4.57166 -3.36123 -1.21906 0.40
H -5.91237 -1.38901 -1.99725 0.40
H -4.92761 0.87256 -1.89501 0.50
H -2.79699 1.21260 -3.34956 0.44
H -2.90821 2.92585 -5.12253 0.39
C 6.11932 -4.01048 0.21453 -0.74
C 4.67962 -3.62213 0.56978 -0.44
N 4.23567 -2.51623 -0.27632 0.20
C 3.01729 -1.87206 0.05526 0.39
C 1.89611 -2.56469 0.54087 -0.53
C 0.72087 -1.84331 0.76224 -0.29
N 0.64332 -0.51264 0.62165 -0.13
C 1.74165 0.17004 0.26316 -0.51
C 2.92654 -0.47229 -0.10180 -0.76
C 4.52972 -2.60550 -1.71282 -0.48
C 5.91533 -3.18828 -2.01115 -0.55
O 6.25345 -4.29533 -1.17896 -0.35
H 6.80626 -3.19929 0.52923 0.35
H 6.40179 -4.95333 0.70857 0.34
H 4.02988 -4.50948 0.45098 0.31
H 4.63910 -3.29012 1.61721 0.37
H 1.91079 -3.64281 0.68187 0.35
H -0.18399 -2.38126 1.05879 0.44
H 1.68671 1.26212 0.25425 0.41
H 3.79015 0.09064 -0.45590 0.43
H 3.78266 -3.24968 -2.22050 0.26
H 4.45163 -1.59528 -2.13784 0.33
H 5.92658 -3.60763 -3.02716 0.30
H 6.67233 -2.38695 -1.92958 0.33
```

Values from the calculation:
HOMO = -10.68 eV
Total charge = +1
Energy relative to the best compared isomer or geometry (same formula, charge and spin) = 2.6232 eV
Spin multiplicity = 1
Max |F| = 1.21 eV Å⁻¹
Gap between HOMO and LUMO = 5.575 eV